Entry from OMol25: a molecular structure, C20H36CuN2O3 (ωB97M-V/def2-TZVPD).

Each line ends with the Mulliken charge.
Atoms and positions in Å:
1 C -1.241919 2.422212 -1.536837  0.534
2 H -2.956592 -0.641001 2.079850  0.277
3 C -1.487645 -3.097997 1.871363  -1.757
4 H 3.926340 -2.032032 -2.483029  0.470
5 C 1.334755 0.152519 0.827949  -0.208
6 C -3.065013 -1.266464 1.201763  -1.816
7 C -1.778936 -2.015523 0.812447  2.726
8 C -0.920199 -0.120146 3.770320  -1.917
9 O -0.080925 2.596701 -1.129576  -0.674
10 C -1.477024 1.741341 2.142095  -1.476
11 C 0.358821 1.178298 -4.384943  -0.175
12 O 1.326724 1.006439 -3.588603  -0.428
13 H -2.741032 3.164090 -2.645258  0.241
14 H -1.760882 -0.756767 3.517997  0.299
15 H 0.683446 1.349420 -5.443454  0.352
16 H -3.413742 -0.633733 0.384460  0.253
17 C 3.948891 0.022728 -0.736365  -1.831
18 N -1.973871 1.309145 -1.297488  0.043
19 C 3.469570 -2.227348 0.237891  -1.751
20 H 3.499019 -1.823798 1.252221  0.360
21 H 2.516241 -1.013673 -2.855516  0.342
22 H 4.913844 -0.277206 -1.154637  0.468
23 H -2.655508 1.058660 -1.993215  0.274
24 C -1.201974 4.576610 -2.669203  -0.925
25 H -3.122901 -3.196804 -0.420124  0.457
26 H -1.059009 2.347523 1.337996  0.107
27 C -0.516966 -1.163980 0.621779  -0.762
28 H -3.845852 -2.001401 1.421458  0.530
29 C -0.412341 0.721649 2.587973  2.503
30 C 1.577525 -0.709690 -0.286125  0.029
31 H -1.421686 -3.560316 -0.698471  0.377
32 H 3.549857 0.846811 -1.333864  0.287
33 H 1.091607 2.305998 2.465117  0.374
34 C 0.410438 -1.518085 -0.372382  -0.475
35 C 2.922299 -1.746232 -2.155156  -1.702
36 H 2.074883 0.828122 1.228160  0.393
37 C 2.965678 -1.154620 -0.742112  2.578
38 Cu 1.057680 0.865193 -1.570482  0.007
39 H -2.117708 -2.069194 -1.347471  0.351
40 H -0.142499 4.416477 -2.481496  0.289
41 H -1.502807 5.508111 -2.183100  0.282
42 H -2.378550 1.264129 1.764353  0.131
43 H 0.390041 2.072877 4.069396  0.505
44 H 2.288708 -2.635502 -2.183974  0.253
45 H -2.338403 -3.781364 1.972508  0.503
46 O -0.857674 1.147698 -4.174897  -0.556
47 C 0.082942 -0.111668 1.400656  -0.167
48 H -1.280547 -2.648012 2.840601  0.228
49 H -1.748997 2.404134 2.971757  0.556
50 H -0.606352 -3.666781 1.571117  0.314
51 H 1.582782 0.915840 3.455464  0.394
52 H 0.281319 -2.305901 -1.100725  0.220
53 C -2.126391 -2.752821 -0.496720  -2.115
54 H -1.363701 4.658033 -3.744910  0.343
55 C 0.743091 1.554218 3.173781  -2.343
56 H -1.490986 0.527620 -0.857491  -0.183
57 H -1.242637 0.538834 4.582631  0.469
58 H 2.789340 -3.081188 0.239243  0.293
59 H 4.117643 0.386232 0.279204  0.310
60 N -1.932322 3.450923 -2.123467  -0.257
61 H 4.472500 -2.574907 -0.034124  0.454
62 H -0.112391 -0.754429 4.143668  0.344

Cartesian forces (eV/Å) of the 3 atoms listed first:
0.3 0.6 0.4
0.0 0.0 0.0
-0.1 0.1 -0.1

Computed properties:
Total energy: -75090.02854 eV
Net charge: -1


Entry from OMol25: 9 unconnected molecules or ions with the total composition C71H63BrN3O34P2 at a distorted geometry (ωB97M-V/def2-TZVPD).

Each line ends with the Mulliken charge.
Atoms and positions in Å:
1 H -1.223530 -1.977176 2.041176  0.214
2 C -0.971799 3.218191 -5.856636  -0.618
3 C -3.014567 -3.439743 0.346493  2.176
4 H -7.245775 -1.069451 -5.421802  0.348
5 P -4.696793 -4.973657 -1.576854  0.103
6 H -1.999116 -6.186360 5.140452  0.432
7 O -4.776900 2.022451 -9.662719  -0.613
8 C -9.242288 1.952442 4.234570  -1.105
9 H 1.327420 0.025645 -2.898851  0.478
10 C -3.304948 -4.830828 -0.327274  0.450
11 H -8.474115 0.099716 7.395572  0.334
12 C 6.472092 6.710242 -4.766001  0.337
13 C -0.964998 -6.122262 -3.767558  -0.970
14 O 8.762798 2.782425 0.662862  -0.594
15 H -4.093836 -4.354716 2.720568  0.067
16 N -5.369612 -2.499855 1.754930  -0.885
17 H -2.555608 -7.164891 -1.593099  0.321
18 C 8.524970 3.435553 4.681225  1.135
19 C 0.129265 -1.909818 -9.610424  -1.038
20 C -4.289740 1.034456 6.848046  1.025
21 O 10.251275 2.231465 7.724234  -0.677
22 C -6.861521 0.028931 -7.401796  0.908
23 C -10.526698 1.922894 3.853382  0.480
24 C -8.827591 1.280389 5.453385  0.978
25 C -4.906468 0.573031 5.609231  -0.849
26 C -1.619788 -0.039780 -0.460489  -0.205
27 O 11.653655 -0.995191 11.672263  -0.602
28 C 9.923396 -0.215219 10.280883  -0.916
29 H -4.451058 -5.831133 1.321865  0.460
30 C -0.561326 -6.763982 -2.421446  -0.571
31 H 7.489489 4.465519 0.644035  0.305
32 H -0.418544 -7.839661 -2.607062  0.464
33 C -11.570949 1.207605 4.660889  0.937
34 H -11.904924 -0.010866 6.435696  0.426
35 H 5.008350 4.762873 -2.242319  0.542
36 H -0.634555 -5.168635 6.859506  0.424
37 O 10.037682 1.564726 4.998120  -0.505
38 C 11.292327 -0.255521 10.778903  0.963
39 O -1.123481 -1.421627 -11.524003  -0.561
40 C -5.896718 -0.115345 -6.260231  0.375
41 O -6.333648 -0.796351 -5.204089  -0.544
42 H 0.215437 -2.959512 -9.853430  0.431
43 O 1.382834 -2.185007 -7.635486  -0.672
44 H 2.579835 4.708056 -4.883749  0.595
45 H -2.484573 -0.069449 0.200390  0.587
46 O -7.676205 1.283885 5.858249  -0.574
47 H -7.144922 0.899919 -9.377537  0.448
48 H -0.352516 -1.789954 -3.086786  0.605
49 H 9.202440 -0.871216 10.747828  0.424
50 C 7.742197 6.738105 -4.342939  -0.993
51 O 13.529661 0.616907 10.655693  -0.559
52 H -3.929353 -6.881938 0.039298  0.658
53 H -8.481627 2.465368 3.662996  0.450
54 C -9.864442 0.543228 6.247636  0.362
55 C -1.424249 -5.302108 4.867494  -1.150
56 O 1.899882 4.993085 -7.416662  -0.587
57 H -11.911919 2.352045 2.701132  0.358
58 C -4.260536 0.708320 4.449723  0.241
59 C 0.792336 3.680591 -4.179558  1.164
60 C -0.643294 -4.748839 5.858265  -0.767
61 H -1.952778 -6.438829 -4.120785  0.255
62 C -3.607246 -6.037695 0.656526  -1.627
63 H -2.121635 -5.258828 2.870893  0.107
64 C -4.236432 1.151936 -7.485217  0.939
65 C -6.436227 0.788430 -8.569132  -0.885
66 H 1.406529 -1.472356 4.811283  0.439
67 O -7.956968 -0.489446 -7.305533  -0.615
68 H -3.962604 0.315033 -5.494695  0.754
69 C -0.747978 -3.648970 3.264850  1.614
70 O -4.819469 0.926382 7.934894  -0.619
71 C 0.379711 0.960313 -1.246157  -1.042
72 C 8.119008 6.058255 -3.111313  1.131
73 H 12.684814 2.162295 8.695183  0.449
74 C 9.374687 2.323319 4.125861  0.374
75 H 0.422967 -6.375237 -2.140613  0.212
76 O 4.262770 6.014170 -4.419473  -0.616
77 C 9.596508 0.613073 9.282627  0.384
78 C 9.458539 2.104416 2.805042  -0.994
79 C 12.299288 0.668291 10.156409  0.375
80 C 0.104910 -3.633114 5.524925  -0.842
81 H -1.550177 -4.625850 -1.716268  -0.645
82 C -0.160206 3.878871 -6.863278  0.816
83 C -2.288171 1.805038 5.597294  -1.157
84 C 8.729992 2.945977 1.869812  1.157
85 O -9.432393 -0.077537 7.346823  -0.582
86 O 6.083716 7.316015 -5.887640  -0.571
87 O 8.355614 0.687777 8.795937  -0.586
88 C -2.898462 1.322515 4.369912  1.137
89 C -0.748506 -2.962721 1.900931  -2.068
90 O -0.522448 4.005417 -8.019916  -0.660
91 C -0.443610 -1.033921 -2.310910  -0.919
92 C 5.784704 5.291590 -2.778061  -0.999
93 C 0.759969 -1.449720 -8.382223  0.875
94 H -0.720091 2.576240 -2.830364  0.183
95 C -5.207363 1.319932 -8.615958  0.289
96 H -4.112802 0.521530 2.609010  0.259
97 C -2.565252 -2.094931 -1.480757  0.041
98 C -0.686977 0.973793 -0.370974  -0.686
99 O -2.353669 1.394319 3.277956  -0.596
100 C 0.482657 -0.026911 -2.214702  -0.413
101 O -10.950848 2.521510 2.744865  -0.563
102 O 1.131167 3.572622 -3.012137  -0.653
103 C -1.626613 -6.651213 -1.322013  -0.946
104 H 13.503401 -0.056008 11.363111  0.359
105 C 5.404397 5.991214 -3.997269  0.974
106 H 8.521005 7.254301 -4.886126  0.434
107 H 0.746765 -3.122763 6.241356  0.402
108 C -0.535290 3.118520 -4.597853  0.430
109 H 7.221491 5.097075 4.148034  0.443
110 C -0.529385 -1.045037 -10.394019  0.305
111 C -2.934044 1.676731 6.765608  0.464
112 C -1.481346 -4.769877 3.600912  -0.163
113 H 0.286813 -2.757316 1.607967  1.027
114 O 7.451738 4.689810 -1.248998  -0.511
115 O 7.272612 4.832698 1.528229  -0.539
116 O 9.249958 6.058566 -2.666874  -0.613
117 C 7.905619 4.070866 2.421074  0.353
118 O -2.741758 -2.717659 -2.500524  -0.533
119 C -0.637095 0.410610 -10.042319  0.888
120 H -0.222793 -6.334488 -4.546142  0.437
121 O -12.722369 1.230678 4.274353  -0.601
122 O -1.252414 2.513940 -3.645244  -0.648
123 C 11.969207 1.494459 9.153631  -1.004
124 H -3.174474 -2.292024 2.826046  -0.024
125 C -11.148119 0.514887 5.870836  -0.933
126 H 10.062425 1.309094 2.391234  0.436
127 C 1.178261 4.417020 -6.454685  0.357
128 C -4.667231 0.413458 -6.309184  -1.346
129 H -1.522301 -0.612522 -11.898197  0.363
130 H -2.714475 -6.382428 1.187937  0.214
131 Br 0.738411 -5.289687 0.489357  0.166
132 H -5.364208 -1.590849 2.218142  0.326
133 H -1.311282 2.262178 5.524176  0.480
134 H 1.752317 -2.192734 3.254222  0.336
135 H -4.102020 -4.962279 -2.865009  0.020
136 H -6.647397 -4.156591 -1.219556  0.231
137 C -1.548619 -3.667386 0.828490  -0.678
138 H 0.336810 -1.092306 3.444481  0.259
139 C 1.617403 4.321818 -5.192315  -1.129
140 H 8.386035 1.359004 8.087166  0.346
141 H -3.076147 1.893168 8.600156  0.356
142 O -3.318016 -2.266434 -0.319034  -0.403
143 H -3.861285 2.291585 -9.452601  0.328
144 H 5.125717 7.147732 -5.966250  0.346
145 C 0.629365 -0.002551 -8.019504  0.320
146 H 8.412780 4.867173 -1.177574  0.348
147 H 1.608624 -0.441801 -6.506525  0.340
148 O -2.415997 2.104962 7.912035  -0.568
149 C 7.054013 5.317648 -2.359005  -0.008
150 O 8.458317 3.584069 5.884218  -0.547
151 H 1.136416 1.737404 -1.164670  0.467
152 P -3.968860 -3.143919 2.015766  0.561
153 O -4.784334 0.303416 3.282808  -0.579
154 H 1.359110 4.933693 -8.227128  0.355
155 C -1.884303 -5.199810 -0.836013  0.816
156 C 10.610715 1.514288 8.644318  0.933
157 C 7.814590 4.291570 3.738430  -1.023
158 H -0.928688 -5.027728 -3.643257  0.132
159 H -5.333477 -6.227785 -1.429236  0.160
160 C -1.500885 -1.035431 -1.416525  1.137
161 N -0.963054 -4.638244 0.210121  0.268
162 N -5.715308 -3.799678 -1.409949  -0.576
163 H -1.924324 2.818154 -6.171295  0.438
164 C 0.928053 -1.886840 3.917646  -1.481
165 C -0.023613 0.862825 -8.800555  -0.462
166 H -0.819150 1.748749 0.380569  0.598
167 H -0.121523 1.907803 -8.546831  0.321
168 H -5.885079 0.129724 5.676225  0.427
169 O -3.126357 1.642263 -7.592289  -0.374
170 H -1.235980 -7.203431 -0.447847  0.362
171 O -1.232889 1.151230 -10.800059  -0.649
172 C 0.068401 -3.096271 4.257114  0.585
173 O 1.205115 0.368802 -6.869145  -0.479
174 H 9.848569 1.898938 5.902736  0.268

Cartesian forces (eV/Å) of the 3 atoms listed first:
0.3 -0.1 -0.1
-0.1 0.0 -0.1
-0.3 -1.7 2.2

Computed properties:
Total energy: -237339.88229 eV
Net charge: +1


Entry from OMol25: 5 unconnected molecules or ions with the total composition C2H14O4S2 at a distorted geometry (ωB97M-V/def2-TZVPD).

Each line ends with the Mulliken charge.
Atoms and positions in Å:
1 H 0.477015 -0.907303 3.956347  0.395
2 O 0.552539 -3.430111 0.160532  -0.532
3 H 1.209171 -0.952373 2.315941  0.343
4 C 0.338995 -0.665792 2.903819  -0.178
5 H 0.679859 1.495130 3.304169  0.349
6 H -2.025787 2.107589 -2.822323  0.298
7 H 2.034385 -1.167434 -2.862228  0.315
8 C 0.037343 0.835052 2.724270  -1.322
9 H 0.870207 -4.321450 -0.010090  0.297
10 H 0.507696 -3.346538 1.089972  0.285
11 H 0.230057 1.160472 1.698459  0.415
12 S -1.631762 -0.819111 0.662111  0.107
13 H -1.167231 0.966930 -3.548826  0.302
14 H 0.064974 3.436196 -3.032960  0.372
15 H 1.271651 -1.208357 -1.556757  0.286
16 H -2.128580 -1.915836 0.011896  0.310
17 H -0.998723 1.053486 2.978136  0.388
18 H 0.202457 4.420513 -1.835315  0.288
19 S -1.065064 -1.688387 2.364831  0.139
20 O 1.173567 -0.991986 -2.489501  -0.594
21 O 0.696971 4.043069 -2.568514  -0.643
22 O -1.329748 1.896234 -3.443972  -0.620

Cartesian forces (eV/Å) of the 3 atoms listed first:
-0.1 -0.3 0.0
-0.1 0.2 -1.5
0.0 -0.3 0.0

Computed properties:
Net charge: +1
ΔE to the lowest compared entry with this formula, charge and spin: 7.27 kcal per mole
Spin multiplicity: 2